(1)
{
  "formula": "C31H22BrN9O6Os",
  "method": "the ωB97M-V functional and the def2-TZVPD basis",
  "largest_force_ev_per_a": 1.1,
  "total_charge": 2,
  "spin_multiplicity": 5,
  "homo_energy_ev": [-13.55, -13.55],
  "s2": 6.02,
  "lumo_ev": [-6.44, -9.22],
  "symbols": ["O", "H", "N", "O", "N", "Br", "H", "C", "C", "H", "H", "C", "H", "C", "N", "O", "H", "O", "N", "C", "C", "Os", "O", "C", "H", "C", "H", "C", "C", "N", "C", "C", "H", "C", "H", "C", "N", "H", "N", "C", "N", "C", "C", "H", "H", "C", "C", "C", "C", "C", "H", "H", "C", "N", "H", "H", "O", "H", "H", "H", "C", "C", "C", "C", "C", "C", "C", "H", "C", "H"],
  "coordinates": [[-1.1519, 7.1145, -4.9289], [-4.3252, -1.2636, 4.6237], [-1.6584, 0.3725, -1.2828], [-1.1309, 2.7158, -3.0552], [-1.3730, 2.1740, 1.0260], [-4.1481, 1.5349, -1.4784], [0.9363, -2.6444, -1.2593], [2.9520, -2.6889, 0.3417], [3.2432, -1.3292, 0.4037], [-1.9542, 0.9608, 4.9693], [5.4904, -3.6737, -1.6580], [-0.0503, -3.0306, -1.5115], [0.0012, -3.4873, -2.5014], [-1.2768, -1.2976, 3.1561], [3.1058, 1.4560, -2.1589], [-0.8323, 4.2660, -5.6973], [-4.4194, -1.4092, -1.9579], [-0.6274, 7.2820, -2.0182], [3.3035, 1.3444, -0.8357], [-0.9446, 4.6880, -4.5857], [-0.9796, 6.2021, -4.1963], [-1.1375, 2.3579, -1.0187], [-0.8833, 4.4011, -0.9964], [-1.0891, -1.9529, -1.5051], [-2.7562, -3.2596, -1.8851], [-1.1909, -2.6546, 2.8566], [-0.4473, -0.6456, 2.9037], [1.7775, -3.1964, 1.0259], [-2.4397, -2.2351, -1.7324], [0.1763, -4.4021, 1.7731], [3.7614, -3.5412, -0.4101], [-0.9952, 3.9685, -3.2870], [2.1060, 1.6967, 0.8976], [-2.9408, 0.0732, -1.5261], [2.6213, -0.6949, 1.0241], [-0.8056, 6.2817, -2.6436], [1.3359, -4.4162, 1.0702], [-3.5533, 0.9842, 4.2178], [-0.8499, 2.2597, 3.1789], [4.8487, -3.0174, -1.0859], [-1.9313, 1.4785, 2.9876], [5.1137, -1.6530, -1.0550], [-3.3751, -1.2132, -1.7615], [-0.3084, -3.8272, -0.8116], [5.3160, 0.9663, -1.0263], [-0.5411, 2.6886, 1.9914], [2.2025, 1.6894, -0.1756], [4.5187, 0.7009, -0.3380], [-3.3398, -3.0084, 3.8622], [-0.7516, -0.6292, -1.2985], [-2.1444, -4.5683, 2.9770], [1.3912, 2.0309, -3.2153], [1.8682, 1.8555, -2.2645], [1.2556, 2.0100, -1.0507], [-3.0811, 0.8768, 1.3019], [0.2708, 3.3716, 1.7997], [0.9330, -2.3533, 1.6754], [5.9482, -1.2545, -1.6186], [3.5250, -4.5956, -0.4558], [-4.1405, -3.6739, 4.1549], [-2.2465, 1.4258, 1.7060], [-3.4404, -1.6492, 4.1309], [-2.2282, -3.5168, 3.2151], [-0.8820, 4.8663, -2.1888], [-0.0435, -3.1747, 2.1347], [-2.5136, 0.6947, 4.0738], [4.3068, -0.8013, -0.3130], [0.2762, -0.3404, -1.1181], [-2.4090, -0.7884, 3.7791], [4.7520, 1.0984, 0.6491]],
  "lowdin_spin": [0.01, 0.00, 0.02, 0.26, 0.03, 0.09, 0.00, 0.00, 0.00, 0.00, 0.00, 0.00, 0.00, 0.00, 0.01, 0.09, 0.00, 0.10, 0.01, 0.01, 0.00, 2.51, 0.26, 0.00, 0.00, 0.00, 0.00, 0.00, 0.01, 0.00, 0.00, 0.18, 0.00, 0.01, 0.00, 0.01, 0.00, 0.00, 0.00, 0.00, 0.02, 0.00, 0.00, 0.00, 0.00, 0.01, 0.01, 0.00, 0.00, 0.01, 0.00, 0.00, 0.01, 0.12, 0.00, 0.00, 0.00, 0.00, 0.00, 0.00, 0.02, 0.00, 0.00, 0.19, 0.00, 0.00, 0.00, 0.00, 0.00, 0.00]
}



(2)
{
  "formula": "C31H22ClCoFN4O8S3",
  "method": "the ωB97M-V functional and the def2-TZVPD basis",
  "largest_force_ev_per_a": 3.1,
  "total_charge": -1,
  "spin_multiplicity": 1,
  "homo_energy_ev": [-4.83, -4.83],
  "lumo_ev": [1.05, 0.67],
  "symbols": ["S", "C", "O", "H", "H", "C", "H", "H", "C", "H", "C", "H", "H", "H", "H", "H", "O", "O", "C", "S", "O", "C", "C", "H", "N", "N", "H", "C", "C", "C", "O", "S", "O", "H", "H", "C", "F", "C", "C", "H", "H", "H", "C", "C", "O", "H", "Cl", "C", "C", "C", "N", "C", "C", "C", "H", "H", "N", "C", "H", "C", "C", "C", "Co", "C", "O", "C", "C", "C", "C", "C", "H"],
  "coordinates": [[-1.6280, 0.8326, -1.9603], [2.1651, -0.6983, 2.0954], [3.8766, -5.2742, -1.4831], [5.9849, -0.1892, 0.1183], [-0.8723, -5.3820, -1.4035], [-0.6104, -4.3454, -1.2579], [4.1206, -1.2787, 2.9114], [5.9710, 1.3558, -0.8108], [-2.0654, -2.0955, 2.0060], [1.1281, -1.8350, -2.6804], [-1.9472, -4.2004, 0.8322], [5.1386, 1.2425, 0.7612], [-1.6497, 0.2344, -6.7694], [-1.5541, 2.4440, 3.9500], [0.4160, 2.5993, -2.9731], [-3.0794, -3.8702, 2.6087], [5.5399, -2.0622, 1.2462], [1.6876, 0.0835, 2.8937], [0.8651, 3.7866, 1.2532], [3.4889, 2.7297, -1.0406], [4.2530, 0.2193, -0.8077], [-1.6209, 0.4724, -4.6451], [3.3617, 1.0957, -1.2182], [1.6640, 2.9550, -7.0378], [-0.7890, -0.1874, 1.0699], [4.6294, -3.6264, -0.1142], [5.4621, -3.5658, -0.6908], [2.4428, -3.6772, 1.3906], [5.4097, 0.6949, -0.1440], [-1.2139, -1.4883, 1.0703], [1.1918, 2.7343, -7.8513], [2.0818, 0.4310, -2.1366], [-0.5554, 1.5518, -8.5132], [-1.5526, 0.2983, 2.9356], [-2.4674, -1.5178, 2.8212], [0.1144, 1.9571, -7.5946], [1.5745, -5.4785, 0.1858], [2.5420, -4.5564, 0.3716], [-1.0405, 1.1445, -3.5631], [0.6116, -4.2031, -3.0159], [-2.2300, -5.2386, 0.7508], [-2.3952, -0.2524, -4.4435], [-0.7383, -2.2696, -0.0174], [0.3479, 2.4867, 1.0980], [1.9827, -0.8191, 0.8590], [1.5675, -3.6616, 2.0215], [-0.9023, 5.1346, 4.5504], [0.5112, -2.3543, -1.9613], [-1.2084, 0.7414, -5.9257], [-0.5390, 1.9805, 2.1088], [0.0500, -1.6431, -0.9261], [-0.3899, 4.0968, 3.2617], [3.6841, -4.5667, -0.5204], [4.5963, -2.7639, 0.9588], [1.2003, 3.0413, -5.2270], [1.5547, 4.1494, 0.5058], [3.4349, -2.8077, 1.7016], [-0.8898, 2.8157, 3.1817], [0.9091, 5.5825, 2.4207], [-2.4154, -3.4289, 1.8776], [0.2077, -3.6925, -2.1541], [-1.0138, 0.6494, 2.0602], [0.4850, 0.1267, -0.3973], [-0.0265, 2.0769, -3.8074], [0.6947, 1.7979, 0.0592], [0.4024, 2.3213, -5.0932], [-1.1041, -3.6372, -0.1416], [0.5027, 4.5890, 2.3134], [-0.1956, 1.6735, -6.1790], [3.1800, -1.7757, 2.6721], [2.7479, -2.2043, 3.5779]],
  "mulliken_charge": [-0.34, 0.65, -0.67, 0.25, 0.44, -0.78, 0.39, 0.41, -0.79, 0.51, -0.88, 0.37, 0.42, 0.41, 0.49, 0.40, -0.68, -0.70, -0.92, -0.33, -0.11, -0.66, 0.25, 0.29, 0.80, -0.02, 0.23, 0.12, -0.99, 0.47, -0.50, -0.52, -0.60, 0.12, 0.41, 0.65, -0.46, 0.33, 0.53, 0.47, 0.43, 0.43, 0.31, 0.12, -0.02, 0.45, -0.27, -0.15, -0.57, 0.56, 1.29, 0.16, 0.34, 0.43, 0.19, 0.33, 0.09, -1.03, 0.43, -0.84, -1.15, 0.07, -0.70, -1.17, 0.31, -0.53, 0.70, -0.75, 1.03, -1.38, 0.38]
}



(3)
{
  "formula": "C31H22NO8P",
  "method": "the ωB97M-V functional and the def2-TZVPD basis",
  "largest_force_ev_per_a": 0.9,
  "smiles": "O=C1c2ccccc2C(=O)c2ccccc21.O=C1c2ccccc2C(=O)c2ccccc21.NP(O)[C@@H]1COC(=O)O1",
  "spin_multiplicity": 1,
  "homo_energy_ev": -9.51,
  "lumo_ev": -1.01,
  "symbols": ["O", "C", "H", "H", "C", "C", "H", "C", "C", "H", "H", "O", "O", "H", "C", "P", "H", "O", "C", "C", "H", "H", "C", "C", "O", "C", "C", "C", "H", "C", "C", "C", "C", "H", "C", "C", "C", "O", "C", "C", "H", "H", "H", "C", "C", "C", "C", "C", "C", "C", "C", "C", "H", "H", "H", "O", "O", "H", "H", "N", "H", "H", "H"],
  "coordinates": [[5.6235, 0.2872, -3.4387], [4.8616, 0.9811, -2.8000], [1.5451, -4.7857, -0.4658], [-2.0654, -5.0197, -2.2117], [-7.3075, 1.5720, 1.1997], [-0.3886, -4.3132, 0.4807], [-2.5465, -4.0804, -0.9437], [-3.7718, 2.3729, 2.1969], [4.1887, 0.4636, -1.5747], [0.8848, -0.2323, 2.5741], [-5.8722, -1.4207, 0.5071], [-2.1171, -6.3255, 0.9120], [-3.4384, -1.5786, 0.9632], [-1.5700, -6.7444, 1.5967], [-1.1732, -0.3649, 2.0411], [-1.1526, -5.8190, -0.3124], [-1.4260, 3.3591, 3.0107], [0.0027, -4.5026, 1.8628], [3.3003, 1.2585, -0.8494], [-0.1342, 1.6475, 2.8383], [5.4529, 4.6109, -5.5975], [5.9188, 2.2904, -4.8633], [4.9468, 4.2037, -4.7322], [4.4657, -0.8296, -1.1463], [1.6343, -3.2898, 0.9737], [-2.3810, 0.3023, 1.9144], [-7.1966, 0.2511, 0.7792], [-4.9619, 1.6118, 1.7116], [2.0238, 1.3884, 0.8566], [4.0315, 4.9820, -4.0318], [2.9646, 2.6422, -1.2914], [3.6554, 3.1692, -2.5037], [5.2123, 2.9076, -4.3259], [-8.2665, 2.0717, 1.1652], [2.7079, 0.7576, 0.3037], [2.9894, -0.5288, 0.7282], [-2.4740, 1.6452, 2.2841], [0.8771, -2.7621, 3.0319], [3.3872, 4.4668, -2.9205], [-5.9726, -0.3931, 0.8278], [4.0801, -2.3348, 0.3240], [5.1545, -1.4354, -1.7191], [-1.0429, -3.4298, 0.4583], [-4.8532, 0.2815, 1.2989], [0.8639, -3.4598, 2.0653], [-0.0530, 0.3006, 2.5002], [0.9645, -3.9153, -0.1423], [4.5672, 2.3842, -3.2125], [-6.1934, 2.2518, 1.6612], [-1.3452, 2.3150, 2.7423], [-3.5496, -0.4361, 1.3613], [3.8656, -1.3268, -0.0026], [-8.0684, -0.2759, 0.4148], [-1.1233, -1.4099, 1.7716], [0.7455, 2.1761, 3.1817], [2.1598, 3.3164, -0.6852], [-3.8617, 3.5402, 2.5100], [3.8228, 5.9935, -4.3542], [0.8172, -3.1798, -0.9350], [-2.3472, -5.0328, -1.2359], [2.6751, 5.0613, -2.3652], [-6.2651, 3.2806, 1.9855], [2.5286, -0.9173, 1.6261]],
  "nbo_charge": [-0.53, 0.55, 0.20, 0.39, -0.19, -0.28, 0.39, 0.55, -0.15, 0.22, 0.24, -0.97, -0.55, 0.50, -0.18, 1.21, 0.24, -0.51, -0.06, -0.20, 0.22, 0.24, -0.19, -0.16, -0.50, -0.07, -0.20, -0.15, 0.24, -0.19, 0.52, -0.06, -0.15, 0.22, -0.19, -0.18, -0.14, -0.57, -0.18, -0.18, 0.22, 0.24, 0.19, -0.06, 0.98, -0.18, -0.10, -0.16, -0.15, -0.15, 0.53, -0.20, 0.22, 0.22, 0.22, -0.53, -0.52, 0.22, 0.21, -1.13, 0.24, 0.24, 0.22]
}